A single C5H7NO2S molecule, computed with ωB97M-V with the def2-TZVPD basis set.

Last column: Mulliken charge in e.
Cartesian coordinates (Å):
O (3.10, 1.28, -0.18)  -0.670
N (2.15, 0.44, -0.03)  0.386
C (1.07, 0.63, 0.68)  -0.685
C (0.15, -0.59, 0.72)  0.138
C (-1.24, -0.08, 1.00)  -0.662
S (-1.37, 1.42, 0.01)  -0.183
C (-0.74, 0.84, -1.49)  -0.109
C (-0.29, -0.45, -1.60)  -0.361
O (0.08, -1.25, -0.58)  -0.503
H (2.01, -0.37, -0.69)  0.286
H (1.11, 1.29, 1.57)  0.391
H (0.47, -1.37, 1.39)  0.433
H (-2.03, -0.66, 0.55)  0.399
H (-1.37, -0.04, 2.18)  0.348
H (-0.95, 1.39, -2.42)  0.392
H (-0.30, -1.09, -2.51)  0.402

Computed properties:
LUMO level in eV: 0.48
Energy in eV: -21714.415
SMILES: [O-]/[NH+]=C/[C@H]1CSC=CO1
Energy relative to the best compared isomer or geometry (same formula, charge and spin) in eV: 4.134
Orbital gap in eV: 8.58
Spin multiplicity: 1
HOMO in eV: -8.1